# C23H34N2O3

C23H34N2O3 in the gas phase (wB97M-V/def2-TZVPD, the OMol25 dataset).

```
62
Properties=species:S:1:pos:R:3:forces:R:3:nbo_charge:R:1
C -0.897 -2.774 1.533 0.0 0.0 -0.1 -0.451
H 2.537 2.920 -0.367 0.0 0.0 0.0 0.192
H -2.680 2.650 1.975 0.0 0.1 0.0 0.265
C -0.623 3.496 -0.430 0.2 0.1 -0.6 0.702
H -0.565 0.998 0.653 0.0 0.0 0.0 0.214
H 2.807 1.397 2.188 0.0 0.1 0.1 0.197
C -1.806 0.402 -3.897 -0.1 -0.1 0.0 -0.255
C 0.450 -2.177 -0.406 -0.1 0.1 -0.1 -0.459
N 0.272 -0.621 1.624 0.0 0.1 0.1 -0.464
H 3.736 1.023 0.731 0.0 0.1 0.0 0.203
H -0.234 -5.278 2.805 -0.1 0.0 0.1 0.210
C 1.592 1.141 0.433 0.0 0.4 0.3 -0.252
H 1.410 -2.102 2.539 0.0 0.0 0.1 0.213
H 1.274 -1.544 -0.728 0.0 0.1 -0.1 0.212
H -4.401 2.628 1.589 -0.1 0.1 0.0 0.228
O -0.926 1.473 -3.654 0.1 0.2 0.0 -0.552
C 1.572 2.627 0.060 0.1 -0.2 0.3 -0.208
H -3.919 3.541 -1.365 -0.1 0.0 0.0 0.236
H -3.206 4.260 0.098 -0.1 0.0 0.0 0.231
H 1.595 -6.757 2.046 0.0 -0.1 0.0 0.211
H 0.389 3.274 -2.958 0.1 -0.1 0.0 0.226
H -1.713 4.710 -1.812 0.0 0.0 0.0 0.236
H 2.537 -4.039 -1.117 0.1 0.0 -0.1 0.208
H 2.970 -6.141 0.107 0.1 -0.1 0.0 0.210
C 0.729 2.506 -2.258 -0.3 -0.3 -0.3 -0.243
C -1.764 3.693 -1.418 -0.2 0.0 0.3 -0.513
H -0.193 -2.353 -1.274 0.0 0.0 -0.1 0.219
H -2.391 0.170 -3.000 0.0 0.0 0.0 0.190
C -0.393 -1.546 0.738 -0.2 0.0 0.0 -0.023
H -1.871 -3.093 1.154 -0.1 0.0 0.0 0.220
C 0.365 -5.008 1.947 0.0 0.0 0.0 -0.240
H -1.238 -0.993 0.318 0.1 0.0 0.0 0.222
C 0.330 0.763 1.228 0.1 0.0 -0.3 -0.213
C 2.169 -5.489 0.425 0.1 -0.1 -0.1 -0.218
C 1.929 -4.308 -0.265 0.0 -0.1 0.0 -0.202
C 1.394 -5.836 1.518 0.0 -0.1 0.1 -0.212
H -1.711 2.992 -2.246 0.0 0.1 0.0 0.251
H 0.700 0.424 -2.950 0.0 0.0 0.0 0.169
H 1.384 3.228 0.952 0.1 -0.1 -0.1 0.240
C -0.007 1.199 -2.616 0.1 -0.1 0.0 -0.085
H -1.006 -2.541 2.592 -0.1 0.0 0.0 0.226
C -3.076 2.121 -0.011 -0.3 0.4 0.4 0.638
C 1.455 -1.031 2.346 0.2 -0.1 0.1 -0.221
H 3.606 -0.925 2.325 0.0 -0.1 0.0 0.210
H 1.803 2.380 -2.400 -0.1 0.1 0.0 0.212
H 2.903 -1.300 0.756 0.0 -0.1 -0.1 0.195
H -1.259 -0.495 -4.211 0.0 0.0 0.0 0.163
H 1.625 0.556 -0.492 0.0 -0.1 0.0 0.188
O -0.746 3.825 0.738 -0.3 0.1 0.4 -0.663
C 0.128 -3.832 1.264 0.1 0.0 -0.2 0.063
C -3.458 2.108 1.438 0.0 -0.4 0.0 -0.733
H 0.310 1.375 2.139 0.0 0.1 0.0 0.193
H -0.547 0.817 -1.740 0.1 0.0 0.0 0.195
C -3.084 3.491 -0.663 0.3 0.0 -0.3 -0.507
N 0.525 2.946 -0.895 0.2 0.1 0.2 -0.441
C 0.905 -3.487 0.159 -0.1 0.0 0.1 -0.047
O -2.737 1.125 -0.608 0.1 -0.1 -0.2 -0.590
C 2.781 -0.688 1.651 -0.1 0.1 0.2 -0.414
H -3.519 1.090 1.817 0.0 0.0 0.0 0.229
H 1.436 -0.509 3.313 0.1 -0.1 0.0 0.185
H -2.469 0.722 -4.698 0.0 -0.1 0.0 0.192
C 2.817 0.792 1.277 -0.1 -0.2 -0.3 -0.390
```
Forces are in eV/Å.

Computed properties:
HOMO-LUMO gap, eV: 8.56
E_HOMO, eV: -7.776
LUMO energy, eV: 0.8

# C3H11N2O

2 unconnected molecules or ions with the total composition C3H11N2O (wB97M-V/def2-TZVPD, the OMol25 dataset).

```
17
Properties=species:S:1:pos:R:3:forces:R:3:nbo_charge:R:1
C 1.010 -0.136 -0.281 0.9 0.6 1.2 -0.185
H 0.531 1.980 -0.021 0.6 -0.5 0.6 0.435
H 2.002 -1.827 1.771 0.0 0.1 -0.4 0.257
H 1.933 -0.503 -0.690 0.3 0.2 0.3 0.235
O -1.637 0.669 -2.239 0.4 -0.6 0.1 -0.976
H -0.402 1.055 -0.951 0.4 0.7 -0.7 0.494
H -2.294 1.198 -2.690 -0.3 0.1 -0.2 0.507
C 0.398 -0.589 0.830 0.0 -0.4 0.1 0.257
H 0.417 -1.962 2.508 -0.1 0.0 0.0 0.234
H 1.363 -0.467 2.656 -0.1 -0.2 0.0 0.249
H -1.565 -0.783 0.489 -0.1 0.2 -0.3 0.405
H 1.062 1.624 -1.525 0.1 -0.4 -0.1 0.441
N 0.604 1.225 -0.708 -2.3 -0.4 -1.0 -0.719
C 1.083 -1.286 1.976 -0.1 -0.1 -0.1 -0.675
H -1.569 -0.174 -2.716 -0.2 0.4 0.1 0.500
H -1.213 -0.328 2.008 0.0 0.1 -0.1 0.390
N -0.947 -0.200 1.037 0.5 0.1 0.6 -0.850
```
Forces are in eV/Å.

Computed properties:
HOMO-LUMO gap, eV: 9.90
E_HOMO, eV: -13.195
LUMO energy, eV: -3.3
Total charge: +1

# C3H3N3O4

2 unconnected molecules or ions with the total composition C3H3N3O4 (wB97M-V/def2-TZVPD, the OMol25 dataset).

```
13
Properties=species:S:1:pos:R:3:forces:R:3:nbo_charge:R:1
C 2.284 0.150 1.594 4.8 -1.6 3.7 -0.253
H 3.253 -0.523 1.615 -2.0 1.0 -0.7 0.259
N -0.777 -0.437 -2.137 1.4 -2.7 2.0 -0.033
H -1.669 1.766 0.188 0.3 -1.4 0.5 0.266
C -1.401 1.020 -0.570 1.0 -0.2 0.2 -0.081
N -0.668 -1.324 0.158 0.4 -1.4 -1.3 0.522
N -1.440 1.560 -1.725 -1.4 3.2 0.3 -0.077
H 2.114 0.520 2.608 -0.4 0.2 0.1 0.245
O 1.491 0.349 0.692 -2.4 0.4 -3.1 -0.243
O -1.093 0.708 -2.618 0.0 0.3 -3.4 -0.073
O -1.187 -1.189 1.227 -0.6 0.9 0.9 -0.347
O -0.056 -2.308 -0.189 0.4 -0.1 -0.3 -0.342
C -0.850 -0.292 -0.842 -1.6 1.3 1.0 0.157
```
Forces are in eV/Å.

Computed properties:
HOMO-LUMO gap (alpha / beta), eV: 6.52 / 8.54
E_HOMO (alpha / beta), eV: -7.264 / -11.534
LUMO energy (alpha / beta), eV: -0.7 / -3.0
Expectation value of S²: 2.006
Spin multiplicity: 3

# C21H18FNO5

C21H18FNO5 in the gas phase (wB97M-V/def2-TZVPD, the OMol25 dataset).

```
46
Properties=species:S:1:pos:R:3:forces:R:3:nbo_charge:R:1
C -1.249 1.371 1.828 0.2 -0.3 0.2 -0.134
C -0.995 0.869 5.435 0.0 0.0 0.2 -0.249
N -0.930 -1.728 -0.220 0.2 -0.4 -0.1 -0.615
C -0.648 -2.604 -2.484 0.0 -0.1 0.1 -0.067
O -2.674 -0.320 0.051 -0.3 0.2 0.0 -0.607
O 3.304 0.377 0.476 -0.3 -0.2 0.5 -0.366
C 2.415 0.745 -0.471 0.2 0.4 -1.0 0.124
C -2.287 3.792 2.703 0.0 0.0 -0.1 -0.174
H 0.846 -4.851 -4.545 0.1 -0.1 -0.1 0.229
C -1.541 -0.646 0.311 0.4 -0.2 0.3 0.675
C -1.691 2.317 0.918 -0.1 0.1 0.1 -0.087
C -2.209 3.526 1.350 0.0 0.1 -0.1 -0.264
H -0.634 -4.744 -2.561 0.0 -0.1 0.1 0.211
H 5.271 1.290 -1.955 0.2 0.0 -0.1 0.235
C -1.333 1.642 3.204 0.0 0.0 -0.3 0.328
H -2.552 4.253 0.630 0.0 0.1 -0.1 0.214
H -0.629 -0.616 2.250 0.0 0.1 -0.3 0.244
H 0.025 -1.934 0.027 -0.1 0.1 0.0 0.399
C -1.854 2.857 3.629 0.1 -0.1 0.3 -0.314
C 0.974 0.657 -0.233 0.0 0.0 -0.2 0.762
C -0.275 -3.832 -3.014 -0.1 0.2 0.1 -0.181
C 0.651 -1.489 -4.179 0.1 -0.1 -0.1 -0.280
H -1.744 -3.531 -0.888 -0.1 0.1 -0.1 0.196
C 1.005 -2.726 -4.687 -0.1 -0.1 0.1 0.399
O -0.885 0.665 4.048 0.0 0.1 -0.4 -0.507
C 0.551 -3.903 -4.122 0.2 0.1 -0.2 -0.287
H -2.036 1.013 5.740 0.0 0.0 0.0 0.179
O 0.700 0.160 0.975 0.3 -0.2 0.2 -0.490
H -2.481 -2.034 -1.509 0.1 -0.2 0.1 0.248
H -0.466 -0.478 -2.667 0.0 0.1 0.0 0.246
C -0.678 0.050 1.381 -0.6 0.3 0.2 -0.016
C 3.078 1.169 -1.599 -0.6 -0.3 0.7 -0.224
H -1.634 2.100 -0.136 0.0 0.0 0.0 0.234
C 4.521 0.564 -0.035 0.5 0.3 -0.7 0.128
H 5.360 0.321 0.588 0.0 -0.1 0.2 0.207
C -0.183 -1.435 -3.078 0.0 -0.1 0.0 -0.180
F 1.821 -2.787 -5.762 -0.1 0.0 0.1 -0.328
O 0.152 0.966 -1.063 0.2 0.1 0.2 -0.603
H -1.928 3.087 4.680 0.0 0.0 0.1 0.217
C 4.451 1.050 -1.310 0.2 -0.2 0.5 -0.322
H -0.607 -0.039 5.896 0.0 0.1 0.0 0.200
H -0.396 1.724 5.766 0.0 0.0 0.0 0.177
H 2.622 1.517 -2.502 -0.2 0.1 -0.2 0.243
H -2.691 4.731 3.052 0.0 0.1 0.0 0.212
C -1.532 -2.525 -1.268 -0.2 0.0 0.0 -0.242
H 1.019 -0.590 -4.647 0.1 0.1 -0.1 0.228
```
Forces are in eV/Å.

Computed properties:
HOMO-LUMO gap, eV: 9.09
E_HOMO, eV: -8.580
LUMO energy, eV: 0.5

# C18H21BrFNO2

2 unconnected molecules or ions with the total composition C18H21BrFNO2 (wB97M-V/def2-TZVPD, the OMol25 dataset).

```
44
Properties=species:S:1:pos:R:3:forces:R:3:nbo_charge:R:1
H -1.841 0.710 5.391 0.2 -0.4 0.5 0.190
H -4.590 -7.651 7.275 0.4 -0.6 -0.1 0.212
C 0.137 -0.015 8.050 0.4 0.3 -0.2 -0.201
H -4.973 -1.688 7.604 0.3 0.2 -0.2 0.196
C -3.498 -5.953 6.683 -0.7 -1.3 0.1 0.233
C -1.214 -7.436 6.702 0.4 0.4 0.0 -0.273
O -3.830 -0.565 6.233 0.1 0.5 -0.8 -0.498
H -4.595 -4.429 7.779 0.0 -0.6 -0.1 0.225
C -1.229 -6.079 6.380 0.6 -1.0 0.3 0.237
C -4.620 -4.950 6.805 -0.9 0.3 0.0 -0.644
H 1.869 -0.321 9.319 -0.3 0.6 0.2 0.227
H -4.577 -4.088 6.110 0.4 -0.8 -0.1 0.233
C -2.356 -9.613 7.116 0.1 0.4 0.1 -0.632
H -1.300 -9.899 6.998 -0.5 -0.2 0.1 0.217
C 2.420 0.870 7.614 -1.5 -2.3 -0.9 -0.087
H -0.216 -7.870 6.763 -0.4 -0.5 0.0 0.207
H 0.512 0.832 4.772 0.2 0.0 0.6 0.224
C -2.671 -0.522 6.891 -0.7 -1.3 0.8 0.767
Br 4.221 1.104 8.144 -0.2 0.0 0.1 0.075
C -2.410 -8.115 6.960 -0.2 0.8 -0.3 0.034
C 0.767 0.774 5.843 0.3 -0.3 0.0 -0.191
C -6.222 -0.718 6.136 -0.2 0.2 0.0 -0.626
H 2.894 1.012 5.496 -0.4 0.6 0.3 0.231
H 0.856 -5.971 6.176 0.2 0.4 0.0 0.205
H -7.079 -0.947 6.785 0.0 0.1 -0.4 0.216
C -1.458 -0.126 6.030 -1.2 1.8 -0.4 0.107
C -5.012 -0.742 7.048 -0.2 -0.1 -0.2 -0.073
H 0.144 -4.590 7.093 0.0 -0.5 0.0 0.229
N -2.362 -5.462 6.305 0.2 3.2 -0.4 -0.464
H -0.646 -0.435 8.708 1.0 0.1 -0.4 0.268
C -3.588 -7.330 6.983 -0.1 0.6 0.2 -0.273
H -5.075 0.080 7.775 0.2 -0.3 -0.1 0.191
H -6.184 -1.446 5.311 0.1 0.1 0.4 0.220
H -5.603 -5.425 6.673 0.2 0.1 0.2 0.209
H -2.950 -10.068 6.316 0.1 -0.1 0.2 0.226
C 0.023 -5.265 6.231 0.3 0.1 -0.1 -0.640
C -0.219 0.330 6.747 0.7 -0.4 -0.5 -0.076
H -6.374 0.278 5.694 0.1 -0.3 0.2 0.213
O -2.674 -0.812 8.063 0.9 0.4 0.1 -0.587
H -2.724 -9.941 8.095 0.0 0.0 -0.2 0.224
C 2.089 0.952 6.239 0.1 0.4 0.5 -0.227
F -1.098 -1.093 5.114 -0.3 -0.7 0.2 -0.337
H 0.041 -4.553 5.391 -0.3 -0.6 0.0 0.237
C 1.485 0.177 8.429 0.4 0.7 0.1 -0.221
```
Forces are in eV/Å.

Computed properties:
HOMO-LUMO gap, eV: 9.42
E_HOMO, eV: -8.937
LUMO energy, eV: 0.5

# C4H12N2

C4H12N2 in the gas phase (wB97M-V/def2-TZVPD, the OMol25 dataset).

```
18
Properties=species:S:1:pos:R:3:forces:R:3:nbo_charge:R:1
H 1.933 1.206 -0.249 0.5 -0.7 -0.2 0.196
H -2.494 1.406 1.461 -0.2 0.1 0.2 0.202
H 1.047 -0.036 1.283 0.0 -0.8 0.1 0.207
C 0.854 -0.560 0.331 0.0 -0.4 1.0 -0.455
H -1.688 -0.804 2.060 0.3 0.0 0.0 0.357
N 1.618 0.112 -2.029 -0.2 -0.1 -0.4 -0.854
H 0.424 1.264 -0.855 -0.3 -0.9 0.3 0.194
H 2.534 -0.279 -2.193 0.1 0.0 0.6 0.359
H -0.628 -2.163 0.335 -0.2 -0.4 0.4 0.203
C -0.603 -1.087 0.298 -0.5 1.3 -2.7 -0.213
C 1.210 0.497 -0.683 0.1 1.8 -1.0 -0.233
N -1.652 -0.472 1.104 1.0 0.2 0.6 -0.620
H -0.741 1.606 1.329 -0.3 -0.9 -0.2 0.169
H -0.912 -0.811 -0.791 0.2 -0.7 1.4 0.160
H 1.519 -1.446 0.189 -0.2 0.8 0.4 0.213
H 0.959 -0.512 -2.476 -0.1 0.1 0.1 0.352
H -1.767 1.096 -0.108 0.3 0.7 0.7 0.192
C -1.613 0.984 0.993 -0.6 0.0 -1.2 -0.428
```
Forces are in eV/Å.

Computed properties:
HOMO-LUMO gap, eV: 9.92
E_HOMO, eV: -8.753
LUMO energy, eV: 1.2